# 1
{
  "formula": "C5H5Cl15",
  "method": "ωB97M-V/def2-TZVPD",
  "species": ["Cl", "C", "Cl", "Cl", "H", "Cl", "C", "Cl", "Cl", "H", "Cl", "C", "Cl", "Cl", "H", "Cl", "C", "Cl", "Cl", "H", "Cl", "C", "Cl", "Cl", "H"],
  "xyz": [[-2.621, -1.708, -5.283], [-2.895, -1.051, -3.636], [-1.331, -0.828, -2.844], [-3.774, -2.307, -2.753], [-3.493, -0.146, -3.735], [-2.733, 0.896, 0.671], [-3.028, -0.896, 0.548], [-3.838, -1.434, 2.070], [-1.498, -1.769, 0.376], [-3.666, -1.152, -0.298], [4.841, 1.996, 0.192], [3.640, 3.278, -0.350], [4.491, 4.387, -1.544], [2.816, 4.040, 0.992], [2.868, 2.706, -0.865], [0.964, -0.856, 5.815], [0.878, -1.216, 4.089], [-0.517, -0.420, 3.279], [0.804, -3.013, 3.854], [1.792, -0.875, 3.603], [0.071, 1.363, -0.870], [1.206, -0.039, -0.850], [1.947, -0.292, 0.798], [2.433, 0.261, -2.119], [0.643, -0.925, -1.142]],
  "lowdin_charge": [0.504, -1.465, 0.534, 0.539, 0.034, 0.461, -1.443, 0.497, 0.499, -0.036, 0.440, -1.469, 0.474, 0.547, -0.063, 0.532, -1.493, 0.467, 0.481, -0.019, 0.462, -1.456, 0.506, 0.535, -0.069],
  "homo_ev": -10.97,
  "e_above_lowest_ev": 0.726,
  "smiles": "ClC(Cl)Cl.ClC(Cl)Cl.ClC(Cl)Cl.ClC(Cl)Cl.ClC(Cl)Cl",
  "total_charge": 0
}



# 2
{
  "formula": "C6H11N3",
  "method": "ωB97M-V/def2-TZVPD",
  "species": ["C", "C", "C", "N", "C", "C", "C", "N", "N", "H", "H", "H", "H", "H", "H", "H", "H", "H", "H", "H"],
  "xyz": [[1.441, 1.859, 0.622], [1.689, -1.638, -0.371], [-2.119, -1.300, 0.168], [0.822, 0.797, -0.184], [-0.558, 0.742, -0.234], [0.767, -0.755, 0.395], [-0.920, -0.442, 0.381], [-1.314, 1.685, -0.862], [0.081, -0.929, 1.461], [-0.924, 2.129, -1.680], [-2.314, 1.573, -0.861], [1.235, 1.725, 1.689], [2.520, 1.851, 0.461], [1.058, 2.834, 0.314], [2.701, -1.487, 0.019], [1.701, -1.365, -1.426], [1.417, -2.684, -0.235], [-2.752, -1.325, 1.059], [-2.715, -0.941, -0.677], [-1.818, -2.329, -0.040]],
  "lowdin_charge": [-0.078, -0.006, -0.043, -0.038, -0.363, -0.397, -0.272, 0.164, 0.129, 0.104, 0.097, 0.080, 0.073, 0.073, 0.088, 0.080, 0.081, 0.078, 0.071, 0.080],
  "homo_ev": -7.10,
  "e_above_lowest_ev": 3.596,
  "total_charge": 0
}



# 3
{
  "formula": "C28H47BrNOP3Pt",
  "method": "ωB97M-V/def2-TZVPD",
  "species": ["C", "C", "C", "C", "N", "C", "C", "C", "C", "C", "C", "C", "C", "C", "Pt", "P", "H", "H", "H", "H", "H", "H", "H", "H", "C", "C", "H", "H", "H", "H", "H", "C", "C", "H", "H", "H", "H", "H", "C", "C", "H", "H", "H", "H", "H", "Br", "P", "C", "C", "H", "H", "H", "H", "H", "C", "C", "H", "H", "H", "H", "H", "C", "C", "H", "H", "H", "H", "H", "C", "P", "C", "C", "O", "H", "H", "H", "H", "H", "H", "H", "H", "H"],
  "xyz": [[3.118, 4.925, -0.551], [2.075, 4.178, -1.127], [2.125, 3.797, -2.495], [3.024, 4.518, -3.286], [3.875, 5.402, -2.759], [3.940, 5.625, -1.443], [0.935, 3.952, -0.328], [-0.086, 3.588, 0.256], [-1.215, 2.963, 0.786], [-1.070, 1.531, 1.237], [-2.301, 0.702, 1.240], [-3.426, 1.334, 0.613], [-3.623, 2.693, 0.777], [-2.489, 3.545, 0.911], [-1.072, -0.112, -0.170], [1.192, -0.284, -0.338], [1.451, 3.049, -2.931], [3.213, 5.030, 0.533], [3.061, 4.352, -4.370], [4.666, 6.340, -1.053], [-2.647, 4.631, 0.994], [-0.411, 1.423, 2.099], [-4.668, 3.039, 0.769], [-2.373, -0.144, 1.911], [1.596, -2.012, 0.142], [2.943, -2.537, -0.325], [0.787, -2.649, -0.240], [1.479, -2.026, 1.234], [3.044, -3.567, 0.033], [3.019, -2.558, -1.418], [3.772, -1.956, 0.094], [1.860, -0.007, -2.032], [3.310, 0.467, -2.159], [1.186, 0.732, -2.492], [1.707, -0.957, -2.571], [3.606, 0.411, -3.216], [3.421, 1.518, -1.845], [4.009, -0.166, -1.589], [2.102, 0.835, 0.808], [3.556, 0.492, 1.115], [1.514, 0.810, 1.734], [1.967, 1.850, 0.405], [3.907, 1.188, 1.887], [3.655, -0.527, 1.511], [4.197, 0.621, 0.237], [-4.873, 0.204, 0.139], [-1.873, -1.811, -1.468], [-0.806, -2.711, -2.621], [-1.360, -4.065, -3.067], [0.182, -2.837, -2.159], [-0.644, -2.063, -3.495], [-0.616, -4.581, -3.693], [-1.578, -4.717, -2.210], [-2.273, -3.955, -3.668], [-2.563, -3.004, -0.265], [-4.003, -3.441, -0.531], [-2.494, -2.532, 0.731], [-1.900, -3.885, -0.207], [-4.374, -4.015, 0.334], [-4.664, -2.572, -0.656], [-4.086, -4.088, -1.415], [-3.094, -0.901, -2.461], [-3.542, -1.511, -3.783], [-2.655, 0.095, -2.622], [-3.964, -0.717, -1.805], [-4.271, -0.826, -4.237], [-2.713, -1.642, -4.494], [-4.048, -2.473, -3.630], [0.009, 1.121, 4.633], [-0.089, -0.596, 4.089], [1.249, -1.508, 4.860], [-1.634, -1.290, 4.728], [-0.035, -0.764, 2.597], [-1.012, 1.530, 4.717], [0.585, 1.735, 3.926], [0.499, 1.183, 5.617], [1.236, -1.377, 5.950], [1.091, -2.567, 4.601], [2.199, -1.145, 4.444], [-2.486, -0.688, 4.374], [-1.708, -2.314, 4.328], [-1.618, -1.312, 5.831]],
  "lowdin_spin": [0.067, 0.014, 0.065, 0.077, 0.723, 0.078, 0.175, 0.009, 0.226, 0.106, 0.163, 0.211, 0.098, 0.042, 0.742, 0.228, 0.006, 0.007, 0.016, 0.016, 0.001, 0.009, 0.002, 0.010, 0.038, 0.017, 0.005, 0.000, 0.004, 0.001, 0.000, 0.050, 0.017, 0.007, 0.000, 0.004, 0.000, 0.000, 0.025, 0.010, 0.002, 0.001, 0.002, 0.000, 0.000, 0.193, 0.247, 0.033, 0.015, 0.003, 0.000, 0.003, 0.000, 0.000, 0.056, 0.017, 0.011, 0.002, 0.003, 0.001, 0.001, 0.069, 0.022, 0.014, 0.004, 0.004, 0.001, 0.001, 0.001, 0.002, 0.002, 0.000, 0.023, 0.000, 0.000, 0.000, 0.000, 0.000, 0.000, 0.000, 0.000, 0.000],
  "homo_ev": [-18.92, -19.84],
  "multiplicity": 5,
  "e_above_lowest_ev": 0.000,
  "total_charge": 4
}



# 4
{
  "formula": "C16H23NO3S",
  "method": "ωB97M-V/def2-TZVPD",
  "species": ["C", "C", "C", "C", "C", "N", "C", "O", "C", "C", "S", "O", "O", "C", "C", "C", "C", "C", "C", "C", "C", "H", "H", "H", "H", "H", "H", "H", "H", "H", "H", "H", "H", "H", "H", "H", "H", "H", "H", "H", "H", "H", "H", "H"],
  "xyz": [[-2.197, 2.301, -3.249], [-2.729, 2.461, -1.827], [-2.468, 3.862, -1.263], [-0.982, 4.086, -0.993], [-0.438, 2.974, -0.100], [-0.696, 1.679, -0.699], [0.335, 0.894, -1.061], [1.495, 1.223, -0.859], [-0.001, -0.434, -1.732], [1.241, -1.278, -1.921], [1.447, -2.368, -0.465], [2.452, -3.348, -0.791], [0.137, -2.866, -0.126], [2.102, -1.335, 0.917], [1.049, -1.145, 1.946], [0.569, -2.241, 2.653], [-0.455, -2.088, 3.569], [-1.007, -0.838, 3.795], [-0.525, 0.261, 3.104], [0.496, 0.108, 2.183], [-2.102, 1.416, -0.888], [-2.504, 1.342, -3.661], [-1.111, 2.350, -3.268], [-2.588, 3.087, -3.890], [-3.810, 2.289, -1.843], [-2.840, 4.616, -1.959], [-3.020, 3.972, -0.326], [-0.428, 4.099, -1.932], [-0.833, 5.049, -0.503], [0.641, 3.076, 0.029], [-0.925, 3.010, 0.881], [-0.692, -1.006, -1.107], [-0.480, -0.231, -2.693], [1.164, -1.960, -2.763], [2.142, -0.675, -2.005], [2.956, -1.901, 1.281], [2.425, -0.399, 0.470], [0.995, -3.216, 2.470], [-0.826, -2.947, 4.109], [-1.808, -0.719, 4.510], [-0.944, 1.240, 3.286], [0.879, 0.966, 1.651], [-2.261, 0.417, -1.285], [-2.591, 1.474, 0.092]],
  "lowdin_charge": [-0.059, -0.343, -0.171, -0.161, -0.142, -0.046, -0.457, 0.027, -0.124, -0.200, 0.692, -0.330, -0.317, -0.149, -0.272, -0.045, -0.070, -0.088, -0.081, -0.038, -0.120, 0.079, 0.074, 0.081, 0.138, 0.113, 0.115, 0.114, 0.114, 0.122, 0.127, 0.107, 0.124, 0.108, 0.103, 0.110, 0.090, 0.120, 0.105, 0.100, 0.099, 0.101, 0.119, 0.134],
  "homo_ev": -9.18,
  "e_above_lowest_ev": 0.960,
  "smiles": "C[C@@H]1CCCN(C(=O)CCS(=O)(=O)Cc2ccccc2)C1",
  "total_charge": 0
}



# 5
{
  "formula": "C43H42BaP2",
  "method": "ωB97M-V/def2-TZVPD",
  "species": ["Ba", "C", "C", "C", "C", "C", "C", "C", "C", "C", "H", "H", "H", "H", "H", "H", "H", "H", "H", "H", "H", "H", "H", "H", "H", "P", "P", "C", "C", "C", "C", "C", "C", "C", "C", "C", "C", "C", "C", "C", "C", "C", "C", "C", "C", "C", "C", "C", "C", "C", "C", "C", "C", "H", "H", "H", "H", "H", "H", "H", "H", "H", "H", "H", "H", "H", "H", "H", "H", "H", "H", "H", "H", "H", "H", "C", "C", "C", "C", "C", "C", "C", "C", "H", "H", "H", "H", "H"],
  "xyz": [[-0.893, -2.885, 3.797], [1.772, -5.777, 0.671], [2.131, -4.595, 0.169], [1.731, -3.928, -1.117], [0.453, -3.073, -1.024], [-0.788, -3.807, -0.665], [-1.019, -5.128, -0.687], [-0.093, -6.246, -1.034], [0.695, -6.725, 0.207], [-3.263, -3.260, 2.763], [2.319, -6.168, 1.540], [2.795, -3.973, 0.788], [1.633, -4.633, -1.949], [2.558, -3.261, -1.397], [0.612, -2.234, -0.331], [0.320, -2.606, -2.007], [-1.609, -3.160, -0.335], [-2.010, -5.484, -0.375], [0.606, -6.043, -1.847], [-0.717, -7.097, -1.351], [-0.011, -6.871, 1.040], [1.135, -7.720, 0.003], [-3.908, -4.145, 2.917], [-2.803, -3.417, 1.773], [-3.917, -2.375, 2.661], [1.580, 4.770, 0.191], [-1.373, 4.899, -1.128], [1.348, 4.717, -1.602], [0.116, 4.861, -2.154], [3.002, 5.932, 0.343], [3.896, 6.191, -0.703], [4.993, 7.034, -0.502], [5.173, 7.671, 0.728], [4.243, 7.472, 1.757], [3.158, 6.619, 1.564], [2.348, 3.109, 0.426], [1.478, 2.011, 0.263], [1.972, 0.711, 0.375], [3.332, 0.501, 0.648], [4.192, 1.595, 0.816], [3.700, 2.903, 0.726], [-2.200, 6.324, -2.020], [-1.605, 7.588, -1.847], [-2.052, 8.695, -2.571], [-3.120, 8.553, -3.469], [-3.746, 7.312, -3.620], [-3.303, 6.209, -2.878], [-2.319, 3.490, -1.825], [-3.428, 3.025, -1.086], [-4.250, 2.035, -1.621], [-3.957, 1.481, -2.876], [-2.823, 1.902, -3.581], [-1.985, 2.884, -3.042], [2.229, 4.519, -2.223], [-0.029, 4.998, -3.235], [3.754, 5.736, -1.679], [5.707, 7.192, -1.311], [6.030, 8.324, 0.887], [4.368, 7.981, 2.712], [2.427, 6.467, 2.357], [0.422, 2.186, 0.033], [1.298, -0.140, 0.245], [3.720, -0.517, 0.734], [5.253, 1.437, 1.014], [4.368, 3.757, 0.872], [-0.771, 7.695, -1.155], [-1.568, 9.665, -2.443], [-3.464, 9.412, -4.044], [-4.578, 7.198, -4.320], [-3.813, 5.253, -2.991], [-3.638, 3.460, -0.106], [-5.126, 1.700, -1.060], [-4.610, 0.715, -3.298], [-2.585, 1.471, -4.554], [-1.086, 3.183, -3.582], [-0.495, -5.414, 3.337], [-0.761, -6.610, 3.558], [-1.001, -7.988, 3.791], [-0.461, -8.946, 2.898], [-0.609, -10.307, 3.145], [-1.316, -10.744, 4.272], [-1.875, -9.808, 5.158], [-1.742, -8.443, 4.914], [0.085, -8.608, 2.014], [-0.172, -11.032, 2.455], [-1.435, -11.813, 4.459], [-2.422, -10.148, 6.043], [-2.199, -7.712, 5.585]],
  "lowdin_charge": [1.507, -0.108, -0.115, -0.206, -0.199, -0.120, -0.093, -0.196, -0.194, -0.484, 0.106, 0.097, 0.096, 0.106, 0.084, 0.115, 0.092, 0.114, 0.093, 0.112, 0.067, 0.114, -0.064, -0.114, -0.084, 0.995, 0.995, -0.338, -0.355, -0.398, -0.099, -0.083, -0.088, -0.088, -0.109, -0.372, -0.107, -0.091, -0.092, -0.085, -0.084, -0.363, -0.116, -0.090, -0.096, -0.086, -0.086, -0.417, -0.113, -0.088, -0.086, -0.081, -0.096, 0.071, 0.081, 0.087, 0.104, 0.102, 0.102, 0.097, 0.096, 0.081, 0.099, 0.103, 0.101, 0.098, 0.102, 0.099, 0.103, 0.097, 0.100, 0.105, 0.103, 0.104, 0.090, -0.339, -0.244, -0.269, -0.039, -0.093, -0.103, -0.097, -0.043, 0.086, 0.101, 0.095, 0.100, 0.109],
  "homo_ev": -7.05,
  "e_above_lowest_ev": 0.000,
  "total_charge": 0
}